1.
H2N2O2 in the gas phase in a non-equilibrium geometry, computed with the ωB97M-V functional and the def2-TZVPD basis.

Properties
HOMO energy: -0.3760 hartree
ΔE to the lowest compared entry with this formula, charge and spin: 71.5 kcal per mole
LUMO: 0.251 eV

Geometry as ORCA input:
```
! wB97M-V def2-TZVPD RIJCOSX def2/J DEFGRID3
* xyz 0 1
N 0.724 0.271 -0.610
O -0.717 -0.333 -0.136
N -0.383 -0.163 1.173
O -1.265 0.196 1.867
H 1.271 -0.584 -0.776
H 0.370 0.613 -1.519
*
```

2.
H2N2O3 in the gas phase in a non-equilibrium geometry, computed with the ωB97M-V functional and the def2-TZVPD basis.

Properties
HOMO energy: -0.4019 hartree
ΔE to the lowest compared entry with this formula, charge and spin: 55.7 kcal per mole
LUMO: 0.825 eV

Geometry as ORCA input:
```
! wB97M-V def2-TZVPD RIJCOSX def2/J DEFGRID3
* xyz 0 1
O -1.139 -1.170 0.452
N -0.107 -0.613 -0.052
O -0.286 0.575 -0.928
N 0.179 0.734 0.376
O 1.591 0.868 0.343
H -1.984 -0.676 0.311
H 1.746 0.281 -0.502
*
```

3.
H2N2O3 in the gas phase in a non-equilibrium geometry, computed with the ωB97M-V functional and the def2-TZVPD basis.

Properties
HOMO energy: -0.3677 hartree
ΔE to the lowest compared entry with this formula, charge and spin: 34.5 kcal per mole
LUMO: 0.200 eV

Geometry as ORCA input:
```
! wB97M-V def2-TZVPD RIJCOSX def2/J DEFGRID3
* xyz 0 1
O 2.616 -0.174 -0.147
N 1.713 0.687 -0.082
N 0.456 0.400 -0.048
O -0.512 1.356 0.092
O -0.036 -1.044 -0.137
H -0.715 1.814 -0.758
H 0.733 -1.494 -0.181
*
```

4.
H2N2O3S in the gas phase in a non-equilibrium geometry, computed with the ωB97M-V functional and the def2-TZVPD basis.

Properties
HOMO energy: -0.3164 hartree
ΔE to the lowest compared entry with this formula, charge and spin: 106.4 kcal per mole
LUMO: -0.262 eV

Geometry as ORCA input:
```
! wB97M-V def2-TZVPD RIJCOSX def2/J DEFGRID3
* xyz 0 1
N -0.369 0.019 1.359
N -3.141 0.040 -0.049
O -4.101 0.144 -0.776
O -1.899 0.030 -0.949
O -2.657 0.218 0.928
S -0.800 -0.738 -0.112
H -1.200 0.007 1.991
H 0.535 0.060 1.757
*
```

5.
A 2-piece molecular cluster, H2N2O3S2 overall in a non-equilibrium geometry, computed with the ωB97M-V functional and the def2-TZVPD basis.

Properties
HOMO energy (spin up / spin down): -0.3913 / -0.3535 hartree
ΔE to the lowest compared entry with this formula, charge and spin: 57.3 kcal per mole
LUMO (spin up / spin down): -1.794 / -1.420 eV

Geometry as ORCA input:
```
! wB97M-V def2-TZVPD RIJCOSX def2/J DEFGRID3
* xyz 0 1
N 0.571 -0.451 1.379
N -2.193 -0.417 -0.418
O 0.861 1.749 0.216
O 2.800 0.168 0.161
O 0.730 -0.523 -0.935
S 1.395 0.443 0.281
S -0.062 -1.337 0.282
H -2.468 0.383 0.213
H -1.635 -0.015 -1.179
*
```

6.
A 2-piece molecular cluster, H2N2O3Si overall in a non-equilibrium geometry, computed with the ωB97M-V functional and the def2-TZVPD basis.

Properties
HOMO energy: -0.3511 hartree
ΔE to the lowest compared entry with this formula, charge and spin: 55.8 kcal per mole
LUMO: -0.792 eV

Geometry as ORCA input:
```
! wB97M-V def2-TZVPD RIJCOSX def2/J DEFGRID3
* xyz 0 1
O -1.460 -1.241 -0.260
Si -0.095 -0.720 0.202
H 0.531 0.438 -0.111
H 0.761 -1.299 1.296
O -4.398 -0.664 0.175
N -3.448 -0.045 -0.074
N -3.039 1.018 0.013
O -2.059 1.699 -0.057
*
```

7.
A 2-piece molecular cluster, H2N2O4S overall in a non-equilibrium geometry, computed with the ωB97M-V functional and the def2-TZVPD basis.

Properties
HOMO energy (spin up / spin down): 0.0668 / 0.0668 hartree
ΔE to the lowest compared entry with this formula, charge and spin: 0.0 kcal per mole
LUMO (spin up / spin down): 6.388 / 6.387 eV

Geometry as ORCA input:
```
! wB97M-V def2-TZVPD RIJCOSX def2/J DEFGRID3
* xyz -2 1
N -3.772 -0.337 -0.098
N 0.385 -0.538 0.402
O -5.079 -0.325 -0.044
O 2.687 0.146 1.185
O 2.563 -1.675 -0.532
O 1.985 0.644 -1.070
S 2.059 -0.396 -0.036
H -0.102 -1.134 -0.297
H 0.061 0.409 0.233
*
```

8.
A 2-piece molecular cluster, H2N2O5S overall in a non-equilibrium geometry, computed with the ωB97M-V functional and the def2-TZVPD basis.

Properties
HOMO energy: -0.4118 hartree
ΔE to the lowest compared entry with this formula, charge and spin: 0.4 kcal per mole
LUMO: 0.119 eV

Geometry as ORCA input:
```
! wB97M-V def2-TZVPD RIJCOSX def2/J DEFGRID3
* xyz 0 1
O -2.054 -1.331 0.677
S -0.939 -0.631 0.171
O 0.235 -1.419 0.096
O -0.968 0.169 -1.151
O -0.727 0.600 1.070
H -0.882 -0.365 -1.969
H -0.815 1.336 0.440
N 1.256 1.318 0.138
N 2.041 0.548 0.238
O 2.852 -0.224 0.289
*
```

9.
An isolated ion of composition H2N3O2 and charge -1 in a non-equilibrium geometry, computed with the ωB97M-V functional and the def2-TZVPD basis.

Properties
HOMO energy: -0.1421 hartree
ΔE to the lowest compared entry with this formula, charge and spin: 36.1 kcal per mole
LUMO: 5.056 eV

Geometry as ORCA input:
```
! wB97M-V def2-TZVPD RIJCOSX def2/J DEFGRID3
* xyz -1 1
N 1.262 0.407 0.406
N 0.062 -0.534 0.713
N -0.861 -0.538 -0.154
O -1.854 -1.244 0.124
O -0.806 0.109 -1.228
H 0.968 1.318 0.758
H 1.228 0.482 -0.620
*
```

10.
H2N4 as an isolated structure in a non-equilibrium geometry, computed with the ωB97M-V functional and the def2-TZVPD basis.

Properties
HOMO energy (spin up / spin down): -0.3870 / -0.4035 hartree
ΔE to the lowest compared entry with this formula, charge and spin: 168.1 kcal per mole
LUMO (spin up / spin down): -1.858 / 0.646 eV

Geometry as ORCA input:
```
! wB97M-V def2-TZVPD RIJCOSX def2/J DEFGRID3
* xyz 0 1
N 2.392 -0.121 0.065
N 1.766 1.001 -0.260
N 1.183 -0.821 0.307
N 0.641 0.306 -0.296
H 0.821 -1.683 -0.118
H -1.219 2.034 0.112
*
```